Density functional theory data (wB97M-V/def2-TZVPD) for a molecular structure, C34H39BrCdN4O2P2 at a distorted geometry.

Computed properties:
- Total energy: -139124.793 eV
- ΔE to the lowest compared entry with this formula, charge and spin: 2.817 eV
- E_HOMO: -0.2547 hartree
- LUMO: -2.446 eV
- Gap between HOMO and LUMO: 0.1648 Eh

The geometry in XYZ format:
```
83
C34H39BrCdN4O2P2 (wB97M-V/def2-TZVPD)
Cd -0.45838 -1.76162 -0.44643
Br -1.11986 1.75365 6.73320
P 1.37215 -1.66006 -2.19467
P -2.17835 -1.32118 -2.20687
O -0.33098 0.52298 4.27755
O -1.60810 -1.27081 3.61026
N 2.37214 -2.86298 -3.05875
N -2.23595 0.40198 -2.57918
N -3.78272 -1.68733 -2.99382
N 2.57418 -0.37699 -2.26570
C -1.06823 -1.83913 -3.60079
C 4.10530 1.00729 -3.19288
C 0.31620 -1.13449 -3.60537
C -1.35397 -2.36805 6.17251
C 0.80649 2.35955 1.25864
C 2.89617 -2.70322 -4.35111
C 2.87351 3.74659 1.78757
C 0.78094 -2.11248 1.25194
C 4.59380 0.58681 -1.91847
C 2.27659 2.68049 1.21604
C -1.21018 -0.10374 6.99864
C 2.88005 0.40040 -3.39043
C 1.23422 4.18448 3.71575
C -5.42425 -1.82772 -4.56774
C -1.46100 -1.95221 8.56451
C 3.33313 -4.82255 -3.66140
C -5.54019 -2.95448 -3.68293
C -1.85662 1.01689 -3.78112
C -1.47840 -2.84461 7.48396
C -4.52585 -2.84459 -2.73749
C -1.03670 -0.51350 4.44610
C 3.64715 -0.26968 -1.36466
C -0.23610 4.26762 3.48767
C -0.83579 4.03941 2.31487
C -4.34299 -1.07904 -4.12854
C 2.16025 4.77878 2.61301
C -1.88600 2.39339 -3.61504
C -2.37182 2.64026 -2.29452
C -0.13520 3.58664 1.07387
C 2.65753 -4.16549 -2.64102
C -1.17623 -0.99858 5.90130
C -2.57634 1.41813 -1.67891
C 3.47814 -3.89706 -4.74611
C -1.33650 -0.57919 8.30977
H 3.61614 -0.79464 -0.42315
H 0.60040 1.64446 0.43583
H 0.15835 -1.64416 2.05450
H 2.34890 -4.49431 -1.65954
H -0.89149 3.30712 0.32915
H -1.33441 0.12673 9.13368
H 2.78291 -1.76277 -4.87448
H -1.58712 -3.91933 7.64948
H 0.53703 1.81954 2.18632
H 2.17332 0.45993 -4.21184
H -2.92381 1.17160 -0.68262
H 3.94136 -4.07284 -5.70667
H 0.83931 -3.19870 1.43870
H -1.55210 0.42633 -4.63382
H 3.68121 -5.84388 -3.65015
H -0.92802 -2.92406 -3.44006
H 1.44345 4.75410 4.63308
H -1.91746 4.16648 2.21564
H -6.04457 -1.59611 -5.42330
H 2.87812 1.95086 0.66274
H 2.94091 5.37545 3.11566
H -1.58119 -1.72976 -4.57308
H -1.59883 3.12635 -4.36031
H -1.53456 -2.31992 9.59146
H -1.38313 -3.06298 5.33034
H -4.26611 -3.47206 -1.90052
H 3.95744 3.90211 1.68573
H -3.92816 -0.15873 -4.50984
H 0.41917 4.41046 0.61247
H -0.83391 4.49377 4.37515
H 5.53091 0.86831 -1.47694
H 1.59243 5.47782 1.98063
H 1.51618 3.14291 3.93828
H 0.82526 -1.32338 -4.56187
H 4.59256 1.65392 -3.91010
H -2.55573 3.61238 -1.86748
H 1.76646 -1.61762 1.25729
H 0.19939 -0.04741 -3.52654
H -6.27187 -3.74249 -3.74703
```

Atomic partial charges in e from the Löwdin method, atoms 1 to 8: 1.11 0.78 0.98 0.98 -0.13 -0.10 -0.24 -0.27